<one>
Density functional theory data (ωB97M-V/def2-TZVPD) for one molecule with the formula C2H4NP.

The gap between HOMO and LUMO (alpha / beta) is 7.134 / 6.865 eV. Its multiplicity is 3. The HOMO energy (alpha / beta) is -6.10 / -9.97 eV. As for the LUMO energy (alpha / beta): 1.03 / -3.11 eV.

XYZ file:
```
8
C2H4NP ωB97M-V/def2-TZVPD
C 0.15968 -0.74069 -0.04055
C -1.29259 -0.72508 -0.27844
N -0.48916 -1.67424 0.53185
P 1.85086 -0.16486 -0.31135
H -2.02426 0.01446 0.11867
H -1.68584 -1.12060 -1.33380
H 2.42914 -0.81248 0.78956
H 1.74048 1.07156 0.59323
```

---

<two>
Density functional theory data (ωB97M-V/def2-TZVPD) for one molecule with the formula C2H4NP.

The gap between HOMO and LUMO (alpha / beta) is 6.997 / 6.090 eV. Its multiplicity is 3. The HOMO energy (alpha / beta) is -5.90 / -9.14 eV. As for the LUMO energy (alpha / beta): 1.10 / -3.05 eV.

XYZ file:
```
8
C2H4NP ωB97M-V/def2-TZVPD
C -0.40058 -0.16035 -1.59183
C 0.40923 0.15305 1.07970
N -1.46722 -0.56887 -0.99397
P 0.05525 -1.15060 -0.22202
H -0.15645 0.68483 -2.34102
H 1.43493 0.07755 1.39257
H -0.09036 -0.11222 1.99988
H 0.21519 1.07660 0.67669
```

---

It is <two> that is the most stable of them.

---

<one>
Density functional theory data (ωB97M-V/def2-TZVPD) for C35H42BrHgNO5 as an isolated structure.

Its total charge is +2. The gap between HOMO and LUMO is 1.517 eV. The HOMO energy is -12.48 eV. As for the LUMO energy: -10.96 eV.

XYZ file:
```
85
C35H42BrHgNO5 ωB97M-V/def2-TZVPD
C -4.84207 -3.19868 0.90596
C -5.54479 -1.95489 0.12182
O -5.62814 -0.75758 0.92711
C -5.38647 0.43433 0.13657
C -5.26866 1.75842 1.02664
N -3.90311 2.02307 1.59029
C -3.05603 0.82687 1.86633
O -3.16349 0.10226 2.87490
C -2.03329 0.78785 0.64983
C -1.13243 -0.32836 0.08485
C -1.22910 -1.76845 0.79328
C -0.69260 -1.79512 2.31067
C 0.31830 -0.61375 2.69545
Br 0.57139 -0.73962 4.69607
C -0.20127 -0.03062 -1.14799
C 0.69825 -1.20168 -1.74654
C 1.64731 -1.93401 -0.67190
C 1.54260 -3.54276 -0.76410
C 1.64895 -4.44776 0.51871
C 1.56816 -5.99365 0.40858
C 1.36957 -6.75314 -0.98075
C 1.25433 -5.85407 -2.26764
C 1.36151 -4.31231 -2.13386
C -0.19440 1.41610 -1.78644
C 0.77838 1.69493 -3.02426
C 2.33533 1.72679 -2.52762
C 3.20218 2.81083 -3.38047
O 2.47591 2.11000 -1.14068
C 2.99796 1.04689 -0.31923
C 3.93827 1.58305 0.88490
C 3.40670 2.50672 2.02731
C 4.40455 2.92452 3.15517
C 5.88397 2.47921 3.17518
C 6.40470 1.53974 2.03062
C 5.41981 1.12019 0.91239
C -1.11737 2.56644 -1.22792
C -1.19167 4.03299 -1.84906
C -0.99523 5.21885 -0.78562
O -0.41128 4.79583 0.47311
C -2.01216 2.18642 -0.02752
C -3.09248 3.00340 0.80954
O -3.35931 4.21950 0.88644
H -4.51413 -2.85655 1.94979
H -5.53063 -4.11829 0.96163
H -3.92109 -3.50296 0.29193
H -4.94962 -1.74268 -0.83020
H -6.60169 -2.28478 -0.15737
H -4.47224 0.34610 -0.55088
H -6.29695 0.57026 -0.56783
H -5.50243 2.65292 0.33161
H -6.02558 1.78197 1.88748
H -2.35994 -2.00795 0.83904
H -0.77847 -2.61320 0.14418
H -0.11919 -2.79224 2.45378
H -1.55488 -1.82028 3.05392
H 1.37319 -0.72688 2.26191
H -0.07920 0.43644 2.51037
H -0.03929 -1.99205 -2.16434
H 1.35478 -0.90003 -2.63057
H 2.74275 -1.68556 -0.89538
H 1.44717 -1.63220 0.41078
H 1.77952 -3.92919 1.53891
H 1.65427 -6.62078 1.37167
H 1.32396 -7.89968 -1.08518
H 1.10718 -6.35100 -3.28598
H 1.30394 -3.71219 -3.10413
H 0.67554 0.77738 -3.72348
H 0.49898 2.59884 -3.65851
H 2.77634 0.70831 -2.79626
H 2.99320 2.70116 -4.50461
H 3.00414 3.87645 -3.03228
H 4.30374 2.49803 -3.23888
H 2.09204 0.56379 0.21077
H 3.62459 0.27048 -0.87327
H 2.32715 2.86256 2.06922
H 4.03164 3.59355 4.01542
H 6.62336 2.80977 3.98231
H 7.47850 1.17134 2.00299
H 5.74695 0.41487 0.06836
H -2.21046 4.12669 -2.38893
H -0.39682 4.16592 -2.65719
H -0.33711 6.08409 -1.18478
H -2.02944 5.70421 -0.60325
H -0.79930 5.38612 1.15638
Hg -0.51731 -6.60146 0.24070
```

---

<two>
Density functional theory data (ωB97M-V/def2-TZVPD) for C35H42BrHgNO5 as an isolated structure.

Its total charge is +2. The gap between HOMO and LUMO is 1.596 eV. The HOMO energy is -12.76 eV. As for the LUMO energy: -11.16 eV.

XYZ file:
```
85
C35H42BrHgNO5 ωB97M-V/def2-TZVPD
C 4.46814 -0.77235 3.54090
C 3.67296 -2.10744 3.90308
O 2.48982 -1.84957 4.66292
C 1.41373 -2.71080 4.28102
C 0.05756 -2.31521 4.95774
N -0.71619 -1.25280 4.24956
C 0.05136 -0.28114 3.49015
O 0.62078 0.65949 3.96243
C -0.11620 -0.73373 2.01344
C 0.64039 -0.42607 0.81818
C 1.89648 0.49744 0.98752
C 1.56287 1.99032 1.41572
C 0.10153 2.46862 1.09762
Br -0.10618 4.24239 2.00012
C 0.22590 -1.00448 -0.47737
C 1.07605 -0.69357 -1.74466
C 1.29853 0.85336 -2.02580
C 2.79625 1.19832 -2.31367
C 3.38323 2.48225 -1.86736
C 4.77736 2.80433 -2.15593
C 5.70898 1.83661 -2.92976
C 5.10844 0.55249 -3.36811
C 3.70738 0.27751 -3.07598
C -0.97669 -1.89288 -0.54195
C -1.40557 -2.47315 -1.92747
C -2.02832 -1.32007 -2.85337
C -3.19940 -1.89129 -3.76690
O -2.60188 -0.25263 -2.09269
C -1.92392 0.98677 -2.25340
C -2.89256 2.22141 -2.17798
C -3.66351 2.55115 -0.96525
C -4.50855 3.74497 -0.98933
C -4.62711 4.60084 -2.15967
C -3.83995 4.27165 -3.37002
C -2.99761 3.09010 -3.35125
C -1.75754 -2.22529 0.67611
C -2.99069 -3.17171 0.68241
C -4.27347 -2.56661 1.37167
O -4.22047 -1.14029 1.53616
C -1.28193 -1.63408 1.91599
C -1.78092 -1.74889 3.38847
O -2.79617 -2.16405 3.86809
H 3.90730 0.11560 3.93368
H 5.52222 -0.79395 3.92584
H 4.52667 -0.71538 2.41879
H 3.40970 -2.63872 2.95140
H 4.35959 -2.75307 4.50923
H 1.27866 -2.78654 3.16557
H 1.67327 -3.75701 4.63100
H -0.59622 -3.23395 4.94346
H 0.18498 -2.00690 6.02771
H 2.48440 0.04289 1.83702
H 2.59149 0.44502 0.09910
H 2.26507 2.66891 0.84124
H 1.78572 2.15981 2.49450
H -0.09618 2.67870 0.01539
H -0.70241 1.82773 1.52501
H 2.08984 -1.16294 -1.56512
H 0.69685 -1.15465 -2.68776
H 0.73977 1.15069 -2.95270
H 0.94964 1.52009 -1.20122
H 2.73234 3.19351 -1.29690
H 5.19013 3.79044 -1.80745
H 6.77786 2.06525 -3.18338
H 5.73444 -0.17957 -3.92817
H 3.30197 -0.68910 -3.45588
H -0.45237 -2.81401 -2.43002
H -2.05790 -3.37489 -1.87362
H -1.21885 -1.01311 -3.56541
H -2.88588 -2.85371 -4.25520
H -4.14243 -2.02722 -3.18770
H -3.31659 -1.15035 -4.60682
H -1.23862 1.10274 -1.35895
H -1.36426 1.09670 -3.21705
H -3.60686 1.93489 -0.04199
H -5.09171 4.02049 -0.07443
H -5.29376 5.49282 -2.18964
H -3.88658 4.90049 -4.28307
H -2.36774 2.81611 -4.23354
H -2.67759 -4.13103 1.18714
H -3.27233 -3.45316 -0.36134
H -5.22607 -2.80240 0.81101
H -4.40143 -3.07164 2.37169
H -4.71972 -0.94956 2.34818
Hg 6.06073 1.78807 -0.69100
```

---

It is <two> that is the most stable of them.

---

<one>
Density functional theory data (ωB97M-V/def2-TZVPD) for a 2-piece molecular cluster, C3H10OS2 overall.

The gap between HOMO and LUMO is 4.184 eV. The HOMO energy is -5.58 eV. As for the LUMO energy: -1.40 eV.

XYZ file:
```
16
C3H10OS2 ωB97M-V/def2-TZVPD
S 1.83090 -0.91369 -1.17914
C 1.29567 0.05728 0.27051
C -0.12060 -0.23749 0.70033
C -1.09571 -0.01023 -0.46068
S -2.44992 -1.23511 -0.44384
H 1.70651 -2.16998 -0.70552
H 1.94907 -0.22251 1.08642
H 1.41930 1.13551 0.02080
H -0.23074 -1.24448 1.11432
H -0.39877 0.45843 1.49095
H -0.59099 -0.04563 -1.42271
H -1.58473 0.95124 -0.34455
H -2.51295 -1.66583 0.83150
H -3.57916 -0.53119 -0.64984
O 2.04825 2.82655 0.30859
H 2.31387 2.84714 -0.61716
```

---

<two>
Density functional theory data (ωB97M-V/def2-TZVPD) for a 3-piece molecular cluster, C3H10OS2 overall.

The gap between HOMO and LUMO is 5.091 eV. The HOMO energy is -8.95 eV. As for the LUMO energy: -3.86 eV.

XYZ file:
```
16
C3H10OS2 ωB97M-V/def2-TZVPD
C -0.22129 1.43683 1.30048
C 1.06520 1.08630 0.51739
S 1.00570 1.27428 -1.20077
S -0.26079 -1.77231 0.83250
C 0.51536 -1.91739 -0.76367
H -1.15428 1.13629 0.83685
H -0.19974 2.47671 1.60170
H -0.06129 0.87629 2.23107
H 1.86009 1.68412 0.97582
H 1.31534 0.00379 0.75810
H 1.34223 -1.20423 -0.97187
H 0.89698 -2.92946 -0.79835
H -0.24755 -1.80635 -1.51869
H -1.46735 0.41532 -1.58439
H -2.18948 -0.54340 -0.65336
O -2.19913 -0.21678 -1.56281
```

---

<three>
Density functional theory data (ωB97M-V/def2-TZVPD) for a 2-piece molecular cluster, C3H10OS2 overall.

The gap between HOMO and LUMO is 9.269 eV. The HOMO energy is -8.89 eV. The SMILES is CCCSS.O. As for the LUMO energy: 0.38 eV.

XYZ file:
```
16
C3H10OS2 ωB97M-V/def2-TZVPD
C 0.85413 0.81916 0.67713
C 0.54592 -0.53695 0.05710
C -0.59067 -1.08982 0.88952
S -1.03291 -2.76136 0.40523
S -0.95542 -2.90711 -1.71671
H 1.68089 1.29066 0.11966
H 1.10723 0.82166 1.75070
H -0.05820 1.42118 0.52936
H 0.15371 -0.42395 -0.97191
H 1.47249 -1.13997 -0.00022
H -0.38541 -1.02104 1.97514
H -1.54801 -0.56937 0.69436
H -2.22737 -2.54235 -1.98427
O 0.25691 2.89586 -0.41387
H -0.02718 2.19953 -1.04842
H 0.75391 3.54385 -0.96282
```

---

It is <three> that is the most stable of them.

---

<one>
Density functional theory data (ωB97M-V/def2-TZVPD) for one molecule with the formula C5H7N3O2S.

The gap between HOMO and LUMO is 8.656 eV. The HOMO energy is -8.66 eV. The SMILES is COC(=O)/N=c1\s[nH]nc1C. As for the LUMO energy: 0.00 eV.

XYZ file:
```
18
C5H7N3O2S ωB97M-V/def2-TZVPD
C 3.87081 0.06986 -0.48031
O 2.67728 0.69625 -0.56410
C 1.74821 0.12920 0.36079
O 2.00111 -0.79699 1.07647
N 0.52157 0.86535 0.31927
C -0.52898 0.18782 0.06939
S -0.84658 -1.53965 -0.11194
N -2.53181 -1.21287 -0.32447
N -2.92386 0.09800 -0.17478
C -1.85776 0.80515 0.03136
C -2.02678 2.32451 0.10397
H 3.94586 -1.03599 -0.85697
H 4.42466 0.09613 0.48029
H 4.59212 0.65490 -1.40660
H -3.46453 -1.84357 -0.08589
H -2.91930 2.66496 -0.02961
H -1.52277 2.84642 -0.63619
H -1.63211 2.70474 0.97588
```

---

<two>
Density functional theory data (ωB97M-V/def2-TZVPD) for a 2-piece molecular cluster, C5H7N3O2S overall.

The gap between HOMO and LUMO is 8.549 eV. The HOMO energy is -9.98 eV. As for the LUMO energy: -1.44 eV.

XYZ file:
```
18
C5H7N3O2S ωB97M-V/def2-TZVPD
C 2.35184 -1.84224 -1.87083
C 2.10234 -1.62769 -3.17801
C 0.69794 -0.48957 -1.65756
C 0.07040 0.89296 1.30323
C -1.13446 0.31273 0.51431
N 1.55475 -1.14344 -0.94980
N -1.16256 0.42039 -0.92806
N -1.44196 1.57567 -1.61279
O -1.08523 1.59172 -2.75708
O -2.19608 2.39738 -1.12092
S 0.79361 -0.54129 -3.35110
H 3.15186 -2.52387 -1.57029
H 2.50547 -2.15107 -3.95355
H -0.12575 0.48245 2.36735
H 0.97758 0.57190 0.71427
H -0.00694 1.97907 1.36086
H -1.09639 -0.74950 0.67190
H -1.93828 0.77533 1.03264
```

---

It is <one> that is the most stable of them.